[1]
DFT (wB97M-V/def2-TZVPD) results for a molecular structure, C31H40LuN8O9Si at a distorted geometry.

Output
- Net charge: +1
- E_LUMO: -2.916 eV

XYZ file:
```
90
C31H40LuN8O9Si (wB97M-V/def2-TZVPD)
Lu -0.617 0.518 0.470
N -0.144 0.186 2.779
C 1.235 0.760 2.733
C 2.025 0.609 4.042
C 1.350 1.132 5.328
C 1.299 2.657 5.507
N 0.645 3.369 4.416
C -0.633 3.218 4.097
N -1.479 2.657 4.970
N -1.086 3.570 2.910
C 2.017 0.105 1.530
O 3.210 -0.042 1.621
O 1.254 -0.215 0.525
H -0.725 0.674 3.455
H -0.051 -0.770 3.115
H 1.154 1.812 2.458
H 2.990 1.097 3.901
H 2.238 -0.454 4.174
H 1.909 0.741 6.181
H 0.337 0.730 5.415
H 2.309 3.057 5.572
H 0.799 2.906 6.446
H 1.234 3.811 3.727
H -1.243 2.617 5.947
H -2.460 2.603 4.727
H -0.476 3.698 2.115
H -2.058 3.394 2.721
C -0.014 0.979 -2.518
Si -1.441 -0.355 -2.615
C -1.117 -1.783 -1.315
N -1.392 -1.662 0.150
C -0.596 -2.667 0.903
C -0.935 -4.112 0.532
C -2.459 -4.319 0.429
C -3.193 -3.179 1.129
C -2.840 -1.830 0.500
C -1.267 -1.322 -4.209
C -0.208 -2.217 -4.400
C -0.106 -2.968 -5.560
C -1.064 -2.835 -6.556
C -2.118 -1.951 -6.388
C -2.220 -1.202 -5.223
C -3.141 0.426 -2.650
C -3.313 1.718 -3.155
C -4.579 2.267 -3.307
C -5.702 1.534 -2.956
C -5.557 0.226 -2.513
C -4.291 -0.324 -2.383
H 0.338 1.164 -3.532
H 0.852 0.619 -1.944
H -0.042 -1.977 -1.411
H -1.614 -2.669 -1.724
H -0.807 -2.518 1.965
H 0.463 -2.475 0.741
H -0.512 -4.755 1.305
H -0.447 -4.388 -0.403
H -2.743 -5.273 0.871
H -2.774 -4.356 -0.617
H -2.958 -3.187 2.197
H -4.273 -3.310 1.050
H -3.140 -1.025 1.175
H -3.414 -1.710 -0.412
H 0.557 -2.329 -3.639
H 0.720 -3.656 -5.688
H -0.988 -3.422 -7.462
H -2.865 -1.842 -7.163
H -3.054 -0.521 -5.102
H -2.449 2.299 -3.453
H -4.687 3.266 -3.711
H -6.688 1.968 -3.053
H -6.431 -0.372 -2.286
H -4.211 -1.371 -2.119
O -3.310 6.351 -2.477
N -4.005 6.016 -1.539
O -4.992 6.607 -1.156
C -3.624 4.798 -0.823
C -4.372 4.392 0.257
C -3.968 3.275 0.968
C -2.882 2.466 0.567
O -2.528 1.362 1.142
C -2.147 2.968 -0.551
C -2.476 4.114 -1.215
N -0.990 2.166 -0.784
O -0.398 2.297 -2.032
O -0.075 2.358 0.266
N -4.661 2.979 2.212
O -5.861 3.060 2.253
O -3.953 2.718 3.183
H -5.236 4.962 0.573
H -1.890 4.482 -2.046
```

Results of the Mulliken charge analysis, in e, for atoms 1 through 5:
1. Lu 1.51
2. N -0.31
3. C 0.13
4. C -0.95
5. C -0.42

=====

[2]
DFT (wB97M-V/def2-TZVPD) results for a single C3H5NO molecule at a distorted geometry.

Output
- E_LUMO (alpha / beta): 0.788 / 0.841 eV
- Energy relative to the best compared isomer or geometry (same formula, charge and spin): 4.846 eV

XYZ file:
```
10
C3H5NO (wB97M-V/def2-TZVPD)
O 1.919 0.711 0.139
C 0.767 0.213 -0.326
C 0.483 1.409 0.376
C -1.116 -1.176 -0.122
N 0.186 -0.970 -0.401
H 0.372 1.446 1.455
H 0.173 2.309 -0.170
H -1.597 -0.445 0.516
H -1.674 -1.858 -0.743
H 0.741 -1.720 -0.798
```

Results of the natural (NBO) charge analysis, in e, for atoms 1 through 5:
1. O -0.46
2. C 0.30
3. C -0.16
4. C -0.39
5. N -0.46

=====

[3]
DFT (wB97M-V/def2-TZVPD) results for a molecular structure, C12H7F6MnN4O4S6Sb at a distorted geometry.

Output
- Net charge: -2
- E_LUMO (alpha / beta): 2.966 / 2.964 eV
- Multiplicity: 2
- Energy relative to the best compared isomer or geometry (same formula, charge and spin): 0.305 eV

XYZ file:
```
41
C12H7F6MnN4O4S6Sb (wB97M-V/def2-TZVPD)
Mn -0.133 0.075 0.334
S 2.249 -1.244 4.563
Sb 1.304 -2.037 2.655
S -0.891 -0.962 2.078
S 1.830 -0.850 0.547
S 1.344 -4.297 2.446
F -1.027 2.366 -3.730
C -0.448 2.986 -2.694
F -1.375 3.178 -1.749
F -0.031 4.189 -3.116
S 0.989 2.012 -2.026
O 0.395 0.823 -1.468
O 1.827 1.854 -3.168
N 1.549 3.030 -0.988
S 1.384 2.901 0.574
O 0.250 2.107 0.998
O 2.614 2.799 1.274
C 0.773 4.628 0.887
F 1.630 5.537 0.405
F 0.609 4.867 2.188
F -0.413 4.800 0.277
N -8.551 5.951 2.168
C -7.749 5.244 1.745
C -6.764 4.368 1.228
C -6.927 3.753 -0.019
C -5.979 2.889 -0.512
C -4.823 2.599 0.219
C -4.648 3.227 1.459
C -5.597 4.088 1.953
N -3.870 1.708 -0.268
C -3.806 1.160 -1.540
C -2.700 0.375 -1.552
N -2.094 0.398 -0.322
C -2.807 1.202 0.425
H -7.820 3.966 -0.592
H -6.137 2.423 -1.474
H -3.748 3.048 2.030
H -5.450 4.566 2.912
H -4.500 1.398 -2.325
H -2.307 -0.221 -2.358
H -2.608 1.369 1.471
```

Results of the natural (NBO) charge analysis, in e, for atoms 1 through 5:
1. Mn 0.70
2. S -0.91
3. Sb 1.40
4. S -0.79
5. S -0.74

=====

[4]
DFT (wB97M-V/def2-TZVPD) results for a single C5H10N2O molecule at a distorted geometry.

Output
- E_LUMO: 0.841 eV
- Energy relative to the best compared isomer or geometry (same formula, charge and spin): 1.533 eV
- SMILES: C/C(N)=C(/C)C(N)=O

XYZ file:
```
18
C5H10N2O (wB97M-V/def2-TZVPD)
C -0.082 0.070 -2.141
C 0.264 0.567 -0.760
N 1.076 1.663 -0.730
C 0.149 -0.228 0.413
C 1.264 -0.688 1.295
C -1.251 -0.358 0.627
N -1.804 -1.025 1.690
O -1.971 0.223 -0.236
H -0.708 -0.820 -2.092
H 0.844 -0.178 -2.673
H -0.615 0.826 -2.722
H 1.348 2.070 -1.617
H 0.798 2.363 -0.049
H 1.139 -0.344 2.325
H 1.333 -1.782 1.337
H 2.257 -0.348 0.976
H -1.252 -1.162 2.522
H -2.789 -0.850 1.835
```

Results of the natural (NBO) charge analysis, in e, for atoms 1 through 5:
1. C -0.67
2. C 0.47
3. N -0.79
4. C -0.36
5. C -0.62

=====

[5]
DFT (wB97M-V/def2-TZVPD) results for a molecular structure, C34H40KN9O4S.

Output
- Net charge: -2
- E_LUMO: 3.260 eV

XYZ file:
```
89
C34H40KN9O4S (wB97M-V/def2-TZVPD)
K 1.315 -0.129 -0.455
C 0.951 0.983 -4.180
N 0.356 -0.184 -3.531
C 0.847 -1.406 -4.155
C 2.241 -1.789 -3.740
C 2.940 -2.712 -4.519
C 4.188 -3.132 -4.107
C 4.715 -2.616 -2.931
C 3.950 -1.710 -2.219
N 2.738 -1.305 -2.608
C -1.093 -0.166 -3.522
C -1.757 0.819 -2.581
C -3.056 1.237 -2.870
C -3.720 2.051 -1.970
C -3.067 2.436 -0.810
C -1.774 1.981 -0.607
N -1.131 1.194 -1.471
C 1.002 2.204 -3.293
C 0.151 3.289 -3.468
C 0.206 4.342 -2.569
C 1.125 4.283 -1.534
C 1.962 3.179 -1.463
N 1.912 2.162 -2.317
H 0.425 1.220 -5.122
H 1.981 0.725 -4.427
H 0.815 -1.334 -5.257
H 0.216 -2.271 -3.884
H 2.479 -3.108 -5.414
H 4.741 -3.861 -4.687
H 5.686 -2.920 -2.563
H 4.302 -1.294 -1.278
H -1.421 -1.166 -3.220
H -1.499 0.012 -4.536
H -3.538 0.905 -3.781
H -4.738 2.369 -2.163
H -3.552 3.050 -0.063
H -1.237 2.231 0.301
H -0.573 3.281 -4.273
H -0.471 5.182 -2.664
H 1.193 5.070 -0.794
H 2.696 3.094 -0.666
C 5.247 -0.871 2.091
C 3.730 -1.130 2.170
C 3.464 -2.616 1.882
O 3.029 -0.312 1.332
H 5.821 -1.517 2.766
H 5.463 0.172 2.339
H 5.581 -1.048 1.063
H 3.449 -0.970 3.241
H 3.820 -2.860 0.875
H 2.389 -2.805 1.911
H 3.956 -3.280 2.601
C -0.352 -3.887 -2.542
H -0.526 -4.633 -1.746
H 0.471 -3.241 -2.167
H -1.250 -3.228 -2.481
O -7.952 -0.004 2.846
S -8.015 -0.559 4.183
O -8.846 -1.746 4.311
O -8.186 0.423 5.241
C -6.344 -1.226 4.502
N -6.158 -1.757 5.715
C -4.951 -2.250 5.950
C -3.925 -2.215 5.022
C -4.212 -1.629 3.798
N -5.429 -1.146 3.545
C -3.197 -1.484 2.720
C -3.602 -1.208 1.419
C -2.642 -1.034 0.438
N -1.330 -1.100 0.661
C -0.945 -1.379 1.905
C -1.829 -1.584 2.953
H -4.795 -2.692 6.930
H -2.956 -2.636 5.250
H -4.657 -1.113 1.199
H -2.939 -0.815 -0.582
H 0.128 -1.423 2.076
H -1.435 -1.768 3.943
C 3.354 2.308 2.668
N 2.278 3.182 2.186
C 2.443 4.600 2.474
C 1.027 2.728 2.331
N -0.059 2.358 2.473
H 3.402 2.312 3.764
H 4.296 2.692 2.272
H 3.202 1.290 2.263
H 2.537 4.791 3.550
H 1.590 5.158 2.092
H 3.348 4.953 1.979
```

Results of the natural (NBO) charge analysis, in e, for atoms 1 through 5:
1. K 0.91
2. C -0.26
3. N -0.41
4. C -0.32
5. C 0.25

=====

no.,molecular weight (g mol⁻¹),E_tot (a.u.)
1,871.76,-3845.259123
2,71.08,-247.129153
3,754.30,-5361.155042
4,114.15,-381.229105
5,709.92,-3111.479232